Entry 1:
{
  "formula": "C22H19BInN9O2S",
  "method": "ωB97M-V with the def2-TZVPD basis set",
  "total_charge": 1,
  "e_homo_ha": [-0.4213, -0.4213],
  "gap_ev": [7.402, 4.821],
  "e_tot_ev": -57310.0219,
  "s2": 0.785,
  "multiplicity": 2,
  "species": ["H", "C", "N", "H", "N", "H", "C", "C", "H", "B", "H", "C", "C", "C", "C", "N", "H", "C", "H", "C", "C", "C", "C", "N", "N", "H", "C", "H", "H", "H", "O", "H", "C", "C", "C", "H", "C", "C", "In", "S", "C", "O", "H", "N", "C", "H", "H", "N", "H", "H", "N", "C", "N", "H", "C"],
  "coordinates": [[-4.728, 0.579, 0.811], [2.203, -1.311, 2.581], [-1.328, 1.291, -1.578], [-6.252, 2.778, 0.637], [-0.764, -1.099, 0.117], [-4.534, 4.693, -0.345], [-4.448, 1.545, 0.441], [-1.023, -2.381, 0.335], [1.005, 0.963, -3.718], [-1.884, 1.100, -0.131], [-2.129, 3.104, 1.902], [1.973, -2.382, -2.779], [3.612, -3.210, 2.962], [-2.392, -2.585, 0.485], [-1.146, 2.676, 1.824], [-0.102, 0.847, -1.952], [4.096, -4.294, 1.170], [2.700, -2.776, -0.642], [0.144, 3.688, 3.301], [0.013, 2.963, 2.519], [3.398, 1.731, -0.855], [2.917, -2.129, 3.466], [2.831, -2.592, 0.779], [-1.946, -0.440, 0.133], [2.166, -1.527, 1.285], [2.838, -4.118, -3.849], [0.967, 2.122, 1.960], [2.021, 2.032, 2.172], [4.179, -3.859, 3.615], [1.647, -0.455, 2.945], [2.450, 2.363, -1.292], [1.487, -1.914, -3.624], [-4.340, 3.654, -0.135], [2.690, -3.563, -2.933], [1.959, -1.882, -1.485], [-1.227, 2.215, -4.700], [0.072, 1.182, -3.224], [-1.917, 1.879, -2.633], [1.245, -0.027, -0.442], [3.379, -4.130, -1.485], [-2.935, -1.327, 0.338], [3.291, 0.541, -0.351], [4.415, 2.152, -0.821], [-0.891, 1.717, 0.921], [3.567, -3.452, 1.596], [-3.968, -1.041, 0.350], [-2.897, 2.309, -2.541], [-3.197, 1.845, 0.004], [2.916, -1.902, 4.522], [-2.916, -3.507, 0.659], [-3.137, 3.163, -0.343], [-5.217, 2.675, 0.364], [0.413, 1.367, 1.015], [-0.219, -3.100, 0.360], [-1.059, 1.826, -3.712]],
  "mulliken_spin": [0.000, 0.000, 0.000, 0.000, 0.006, 0.000, 0.000, 0.001, 0.000, -0.001, 0.000, 0.060, -0.036, 0.001, 0.000, -0.001, 0.004, 0.213, 0.000, 0.000, 0.000, 0.117, 0.076, 0.000, 0.067, 0.009, 0.000, 0.000, 0.001, 0.010, 0.002, 0.006, 0.000, 0.288, 0.093, 0.000, 0.000, 0.000, 0.030, -0.053, 0.000, 0.000, 0.000, 0.000, 0.111, 0.000, 0.000, 0.000, 0.001, 0.000, 0.000, 0.000, 0.001, -0.003, 0.000]
}

***

Entry 2:
{
  "formula": "C22H19BrCl3CrN2O3S",
  "method": "ωB97M-V with the def2-TZVPD basis set",
  "total_charge": 1,
  "e_homo_ha": [-0.3840, -0.3890],
  "gap_ev": [6.911, 6.752],
  "e_tot_ev": -179106.4631,
  "s2": 6.017,
  "multiplicity": 5,
  "species": ["H", "C", "H", "C", "H", "H", "C", "H", "H", "H", "O", "C", "H", "Cr", "C", "C", "H", "H", "C", "Cl", "Cl", "H", "C", "H", "C", "H", "H", "C", "C", "C", "N", "C", "C", "Cl", "C", "H", "H", "C", "N", "C", "H", "Br", "O", "O", "C", "H", "H", "C", "C", "C", "C", "S"],
  "coordinates": [[-3.248, 0.931, 6.463], [4.230, 0.684, -1.227], [4.891, 0.441, -2.057], [-3.365, -1.799, 3.767], [-0.701, -0.881, 0.999], [-2.512, 0.274, 1.540], [-3.768, -2.119, 5.064], [0.969, -1.839, -3.979], [2.640, 3.603, -3.868], [4.667, 2.714, -2.810], [-0.679, -0.930, 0.027], [-2.911, -0.514, 3.470], [3.760, -0.230, -0.861], [0.664, -0.171, -1.376], [0.023, -2.287, -3.693], [-3.559, -3.211, -0.264], [-4.372, -3.589, 0.340], [4.833, 1.104, -0.421], [3.857, 3.019, -2.144], [3.113, -0.058, -4.105], [5.846, 4.709, -1.292], [2.028, 4.183, -2.304], [-2.896, -1.826, 1.685], [4.219, 4.374, 1.036], [-2.860, 0.506, 4.415], [-0.743, -2.054, -4.429], [-2.198, -3.492, -3.358], [2.929, 3.985, -2.889], [3.844, 3.770, 0.222], [-2.699, -2.266, 0.296], [-3.344, -2.594, 2.625], [2.284, 1.993, -0.406], [-1.639, -1.814, -0.467], [1.771, 3.193, 1.914], [-1.450, -2.243, -1.770], [-4.023, -1.329, 7.026], [-2.514, 1.502, 4.173], [-3.714, -1.120, 6.011], [-2.578, -0.548, 2.119], [-3.270, 0.175, 5.690], [0.137, -3.362, -3.572], [-4.535, -4.894, -2.319], [1.267, 1.146, -0.208], [-0.337, -1.700, -2.419], [3.195, 1.739, -1.607], [3.446, 4.931, -3.042], [-4.113, -3.116, 5.300], [-3.363, -3.634, -1.562], [4.445, 3.756, -0.962], [-2.315, -3.149, -2.341], [2.652, 2.952, 0.446], [1.993, 1.081, -2.879]],
  "mulliken_spin": [0.000, -0.002, -0.001, 0.000, 0.001, -0.001, 0.000, -0.004, 0.001, -0.001, 0.126, 0.000, 0.012, 4.052, 0.017, 0.000, 0.000, 0.000, 0.004, 0.011, 0.002, 0.001, 0.001, -0.001, 0.000, 0.001, 0.000, -0.002, -0.012, -0.014, 0.000, -0.074, 0.078, 0.003, -0.084, 0.000, 0.000, 0.000, 0.000, 0.000, -0.001, 0.000, -0.151, -0.056, 0.067, 0.000, 0.000, 0.000, 0.020, 0.007, 0.030, -0.029]
}

***

Entry 3:
{
  "formula": "C22H19ClN2O4",
  "method": "ωB97M-V with the def2-TZVPD basis set",
  "total_charge": 0,
  "e_homo_ha": -0.3214,
  "gap_ev": 8.294,
  "e_tot_ev": -46798.5096,
  "multiplicity": 1,
  "smiles": "O=C(COC(=O)COc1ccccc1Cc1ccccc1)Nc1cccnc1Cl",
  "species": ["H", "C", "C", "C", "H", "H", "H", "C", "C", "C", "H", "H", "H", "O", "C", "H", "C", "C", "H", "C", "C", "H", "H", "H", "N", "H", "O", "C", "H", "C", "H", "H", "C", "H", "C", "H", "C", "C", "Cl", "O", "C", "C", "C", "N", "H", "C", "O", "C"],
  "coordinates": [[-1.589, -0.404, 2.974], [0.691, 3.850, 1.707], [-1.271, 2.771, 1.378], [1.331, 3.211, 0.674], [0.866, 0.135, -4.456], [2.189, 3.535, 0.204], [2.996, 0.932, -3.048], [1.970, 0.108, 2.114], [-0.449, -0.386, 2.816], [2.216, 0.291, -2.604], [3.414, -0.052, -0.879], [-3.926, -0.651, -0.289], [3.007, -2.117, 0.757], [-3.301, 1.963, -0.665], [-0.683, 2.000, 0.500], [-1.018, -0.013, -0.130], [1.501, 0.923, 2.988], [2.707, -0.328, -1.368], [1.961, 1.645, 3.561], [0.107, -1.217, 1.884], [1.398, -1.007, 1.636], [-0.421, -1.496, -3.306], [2.968, 0.087, 1.884], [-0.721, -3.709, -2.544], [-1.505, 1.015, -0.020], [0.862, 4.849, 2.050], [-3.192, -2.567, -2.723], [-1.128, -3.339, -1.804], [-0.426, 1.114, 4.354], [0.527, -1.834, -1.569], [1.703, -2.929, 0.785], [-3.631, -0.452, -2.018], [1.590, -1.258, -0.880], [1.246, 1.695, -0.721], [2.057, -1.994, 0.557], [-0.713, -1.963, 1.449], [-2.655, 1.074, -0.521], [0.081, 0.669, 3.462], [-2.767, 2.430, 2.159], [-2.234, -1.514, -0.937], [1.028, -0.077, -3.563], [0.783, 2.334, 0.011], [-3.203, -0.316, -1.149], [-0.628, 3.827, 1.921], [-1.421, -4.165, -0.983], [-2.402, -2.252, -1.906], [-0.190, -2.997, -0.982], [0.279, -1.417, -2.756]],
  "nbo_charge": [0.205, 0.031, 0.128, -0.295, 0.167, 0.227, 0.198, -0.279, -0.216, -0.220, 0.175, 0.213, 0.201, -0.555, 0.090, 0.443, -0.167, -0.177, 0.214, -0.259, 0.025, 0.175, 0.203, 0.157, -0.640, 0.218, -0.587, -0.144, 0.237, 0.132, 0.224, 0.216, 0.071, 0.238, -0.415, 0.245, 0.696, -0.219, 0.031, -0.496, -0.144, -0.110, -0.181, -0.379, 0.205, 0.796, -0.492, -0.183]
}

***

Entry 4:
{
  "formula": "C22H19Co2O8Si",
  "method": "ωB97M-V with the def2-TZVPD basis set",
  "total_charge": -1,
  "e_homo_ha": -0.0716,
  "gap_ev": 3.733,
  "e_tot_ev": -122629.3675,
  "multiplicity": 1,
  "species": ["C", "H", "C", "Si", "H", "Co", "C", "C", "C", "O", "C", "C", "H", "C", "H", "O", "C", "O", "O", "C", "O", "H", "H", "H", "C", "C", "C", "H", "H", "O", "H", "Co", "H", "O", "C", "H", "C", "O", "C", "H", "H", "H", "C", "C", "H", "C", "C", "H", "H", "C", "H", "C"],
  "coordinates": [[-2.055, 0.144, 1.108], [6.419, -2.520, -1.001], [-3.058, 2.536, -5.083], [5.034, -1.662, 0.910], [6.364, -0.714, -0.972], [-2.773, 1.694, -3.531], [-1.250, 1.226, -2.184], [-3.200, -0.271, 0.423], [2.335, -1.453, 0.290], [-4.801, 2.551, -0.103], [-0.741, 0.579, 0.466], [-3.251, -0.183, 3.213], [-5.220, -1.107, 3.061], [-2.095, 0.158, 2.510], [6.175, -0.293, 2.486], [3.626, -1.503, 0.008], [-1.409, 3.889, -0.259], [-5.464, 1.114, -2.616], [-2.341, -0.924, -4.787], [-2.755, 3.824, -2.565], [1.775, -0.401, 0.905], [-0.800, -2.405, 0.336], [5.263, -4.134, 1.281], [-1.208, 0.414, 3.089], [-1.056, 1.096, -0.868], [6.414, -1.627, -0.350], [-2.530, 0.104, -4.303], [1.620, -3.321, -0.609], [4.393, -0.111, 2.766], [-1.098, 4.825, 0.394], [7.339, -1.608, 0.259], [-2.056, 2.663, -1.297], [-3.210, -0.401, -0.655], [-3.259, 3.260, -5.970], [-4.367, -0.599, 1.119], [0.120, -0.465, 2.031], [1.329, -2.382, -0.100], [-3.051, 4.796, -3.117], [0.329, -0.591, 0.919], [-3.228, -0.179, 4.315], [-0.159, 1.447, 1.137], [6.085, -3.054, 2.463], [-4.377, -0.654, 2.512], [0.170, -1.855, 0.368], [-0.467, 1.112, -2.998], [-4.389, 1.341, -2.987], [5.145, -3.229, 1.895], [-5.257, -0.934, 0.586], [4.317, -3.388, 2.601], [5.184, -0.169, 2.003], [5.180, 0.760, 1.411], [-3.689, 2.609, -0.509]],
  "nbo_charge": [-0.027, 0.242, 0.479, 1.893, 0.249, -0.063, -0.510, -0.156, 0.582, -0.566, -0.330, -0.217, 0.204, -0.221, 0.224, -0.830, 0.557, -0.559, -0.545, 0.445, -0.476, 0.225, 0.244, 0.202, -0.045, -1.133, 0.552, 0.224, 0.251, -0.563, 0.227, -0.053, 0.226, -0.547, -0.218, 0.186, -0.369, -0.562, 0.090, 0.202, 0.222, 0.232, -0.232, -0.311, 0.227, 0.446, -1.152, 0.213, 0.251, -1.149, 0.251, 0.487]
}

***

Entry 5:
{
  "formula": "C22H19FO4S2",
  "method": "ωB97M-V with the def2-TZVPD basis set",
  "total_charge": 0,
  "e_homo_ha": -0.3118,
  "gap_ev": 7.798,
  "e_tot_ev": -55698.8351,
  "multiplicity": 1,
  "smiles": "CCOC(=O)/C=C/c1cc(-c2ccc(S(C)(=O)=O)cc2)c(-c2ccc(F)cc2)s1",
  "species": ["C", "C", "H", "C", "C", "H", "O", "O", "C", "H", "C", "C", "H", "H", "F", "H", "C", "C", "H", "H", "C", "C", "C", "H", "H", "S", "C", "H", "H", "C", "C", "O", "C", "O", "C", "H", "H", "H", "C", "C", "H", "H", "C", "C", "S", "H", "H", "C"],
  "coordinates": [[-0.434, -1.042, 2.389], [-1.187, 5.969, -4.899], [-3.351, -5.531, 0.042], [-2.201, -3.668, -0.377], [-0.853, 2.718, -3.243], [3.915, -1.796, 4.810], [2.938, 0.703, 5.835], [1.079, -0.721, 6.649], [0.215, 6.190, -5.487], [2.566, -2.799, 5.352], [-1.303, -5.613, 0.768], [2.019, 0.195, 2.873], [-1.376, -1.538, 2.196], [0.678, 5.293, -5.835], [-1.448, -6.873, 1.327], [-1.678, 1.044, -4.186], [-0.868, 0.450, -2.194], [-0.929, -1.546, -0.705], [3.699, -1.972, 6.542], [1.923, 0.656, 0.684], [-1.141, 1.389, -3.301], [1.356, -0.487, 3.931], [3.195, -1.941, 5.585], [-0.411, 3.152, -2.361], [2.964, 0.708, 3.100], [-1.526, -1.141, -2.306], [0.114, -1.121, 3.695], [-1.598, 6.876, -4.450], [-0.443, -1.635, 4.470], [-1.037, -2.927, -0.181], [0.030, -3.568, 0.495], [-1.056, 4.974, -3.887], [1.461, 0.165, 1.553], [-1.589, 3.309, -5.386], [0.257, -0.498, 1.315], [0.311, 1.643, -0.743], [0.205, 6.979, -6.285], [0.931, -3.049, 0.575], [-2.368, -4.986, 0.122], [-0.227, 0.685, -0.967], [-1.902, 5.660, -5.677], [-3.060, -3.211, -0.824], [-0.319, -0.479, -0.063], [-1.194, 3.688, -4.270], [2.131, -0.516, 5.602], [0.877, 6.529, -4.686], [0.732, -5.400, 1.473], [-0.098, -4.920, 0.929]],
  "nbo_charge": [-0.221, -0.080, 0.240, -0.184, -0.297, 0.241, -0.927, -0.930, -0.630, 0.246, 0.395, -0.175, 0.227, 0.219, -0.329, 0.239, -0.248, -0.203, 0.265, 0.226, -0.119, -0.320, -0.852, 0.208, 0.246, 0.478, -0.171, 0.192, 0.248, -0.093, -0.167, -0.497, -0.232, -0.613, 0.034, 0.234, 0.216, 0.219, -0.270, -0.239, 0.207, 0.221, -0.011, 0.743, 2.093, 0.208, 0.235, -0.273]
}

***

Energy above the lowest of the compared OMol25 structures with the same formula, charge and spin: 0.3 28.1 1594.8 437.6 0.0 (kJ/mol)